Density functional theory data (ωB97M-V/def2-TZVPD) for a structure of composition C24H59B3O11S9 in a non-equilibrium geometry.

## Properties
Electronic energy   -147914.9172 eV

```
! RIJCOSX wB97M-V def2-TZVPD def2/J DEFGRID3
* xyz 0 1
C 5.77 0.22 1.46
C 4.46 0.94 1.25
C 3.25 0.29 1.38
C 2.05 0.98 1.22
C 2.02 2.34 0.93
C 0.75 3.16 0.80
B -0.51 2.49 0.15
O -1.68 3.24 0.02
B -2.58 2.68 0.90
O -2.81 1.31 0.74
B -1.66 0.59 0.46
S -1.59 -1.10 1.11
O -0.63 1.16 -0.27
C 3.24 2.99 0.79
C 4.44 2.30 0.95
H 6.48 0.91 1.93
H 5.61 -0.60 2.16
H 6.19 -0.17 0.53
H 3.21 -0.77 1.62
H 1.13 0.43 1.33
H 0.98 4.01 0.15
H 0.50 3.61 1.76
H -3.07 3.33 1.76
H -0.30 -1.44 1.00
H 3.27 4.04 0.55
H 5.37 2.85 0.86
C -4.36 -4.29 4.70
S -3.00 -4.88 3.69
O -1.84 -4.00 3.96
C -3.71 -4.38 2.12
H -4.11 -4.47 5.74
H -4.50 -3.22 4.54
H -5.27 -4.84 4.44
H -3.90 -3.30 2.12
H -4.63 -4.93 1.94
H -2.99 -4.62 1.33
C -3.30 1.40 -2.91
S -4.96 1.55 -3.57
O -4.99 0.79 -4.85
C -4.82 3.29 -3.99
H -3.15 0.37 -2.61
H -2.58 1.68 -3.68
H -3.19 2.05 -2.04
H -3.97 3.40 -4.68
H -4.66 3.88 -3.08
H -5.74 3.60 -4.47
C -1.36 -1.81 -2.56
S 0.09 -2.82 -2.85
O 1.04 -2.57 -1.73
C 0.70 -1.87 -4.26
H -1.87 -2.20 -1.68
H -1.04 -0.78 -2.38
H -2.02 -1.86 -3.43
H 0.86 -0.84 -3.96
H -0.03 -1.93 -5.07
H 1.64 -2.31 -4.58
C 4.09 -4.18 -0.10
S 2.88 -3.49 1.02
O 3.63 -2.81 2.12
C 2.30 -5.05 1.67
H 4.61 -3.36 -0.59
H 4.81 -4.78 0.47
H 3.59 -4.79 -0.85
H 3.13 -5.59 2.12
H 1.86 -5.64 0.88
H 1.55 -4.84 2.43
C -0.48 4.08 -7.59
S -2.19 3.76 -7.17
O -2.26 3.63 -5.69
C -2.25 2.09 -7.83
H -0.22 5.07 -7.22
H 0.16 3.33 -7.11
H -0.36 4.05 -8.67
H -1.50 1.48 -7.33
H -2.08 2.12 -8.90
H -3.24 1.69 -7.62
C 3.49 3.45 5.91
S 2.78 2.87 4.37
O 2.37 4.08 3.61
C 1.29 2.18 5.10
H 4.43 3.96 5.67
H 2.81 4.15 6.39
H 3.70 2.60 6.56
H 0.75 2.96 5.63
H 1.56 1.36 5.77
H 0.67 1.79 4.29
C 3.05 -8.34 4.47
S 2.35 -8.99 2.95
O 2.00 -7.82 2.10
C 0.81 -9.57 3.68
H 4.00 -7.88 4.23
H 2.38 -7.59 4.89
H 3.20 -9.15 5.18
H 0.29 -8.74 4.15
H 1.03 -10.35 4.41
H 0.20 -9.98 2.88
C -2.00 7.09 -3.11
S -1.56 6.67 -1.41
O -2.05 5.29 -1.16
C -2.72 7.80 -0.63
H -1.41 6.46 -3.77
H -3.06 6.90 -3.26
H -1.76 8.14 -3.29
H -3.73 7.56 -0.96
H -2.46 8.82 -0.89
H -2.64 7.66 0.45
*
```